Record 1
11
Properties=species:S:1:pos:R:3:forces:R:3 method="wB97M-V/def2-TZVPD" e_tot_ha=-596.1729 de_lowest_kj_mol=397.6 homo_energy_ev=-9.960 smiles="C=P.OCF" charge=0
C -0.608 -1.981 -2.997 -0.6 0.5 2.7
P -0.964 -0.716 -1.865 0.7 -1.2 -2.4
H 0.065 -2.847 -2.711 -0.9 1.3 -0.4
H -1.342 -2.140 -3.770 0.4 0.1 -0.7
H -1.811 0.112 -2.719 0.2 -0.7 0.5
O -1.268 0.935 0.809 0.3 0.1 -0.3
C -0.311 1.560 1.536 3.7 -1.5 -1.0
F 0.259 0.674 2.484 -0.7 0.0 0.4
H -0.856 0.285 0.207 -0.1 0.3 0.3
H -0.680 2.387 2.021 -1.3 1.7 1.3
H 0.699 1.873 1.069 -1.9 -0.3 -0.5

***

Record 2
11
Properties=species:S:1:pos:R:3:forces:R:3 method="wB97M-V/def2-TZVPD" e_tot_ha=-596.1170 de_lowest_kj_mol=544.5 homo_energy_ev="-8.724 / -8.725" charge=0
C -1.208 -0.841 -0.112 1.2 -0.1 -1.0
C -0.862 0.583 0.409 -1.5 -0.3 0.4
O 0.376 0.754 0.870 3.4 -1.1 -1.5
F 3.392 -0.344 0.310 -1.0 -0.4 -1.4
P 2.306 -0.082 -0.902 -0.5 0.6 3.5
H -2.258 -1.034 -0.377 0.2 0.1 0.6
H -0.710 -0.765 -1.101 -0.1 -0.4 0.0
H -0.685 -1.731 0.367 -0.9 1.4 0.0
H -1.386 0.867 1.333 -0.9 -0.3 0.1
H -1.180 1.355 -0.322 0.0 -0.4 -0.2
H 2.215 1.238 -0.476 0.0 0.8 -0.7

***

Record 3
11
Properties=species:S:1:pos:R:3:forces:R:3 method="wB97M-V/def2-TZVPD" e_tot_ha=-468.7837 de_lowest_kj_mol=307.0 homo_energy_ev=-14.677 charge=+1
Sn -0.972 -0.202 2.918 0.4 2.5 1.3
F -0.976 2.168 4.581 0.1 -2.9 -2.1
C -0.546 -0.078 -1.350 1.6 0.2 -2.1
C 0.744 0.083 -0.529 -2.1 -0.7 -1.2
O 0.541 -0.924 0.533 0.7 1.3 0.9
H -0.529 -1.030 -1.883 -0.3 -0.5 0.7
H -0.407 0.529 -2.251 -0.5 0.7 0.3
H -1.518 0.110 -0.899 0.2 0.1 0.3
H 0.880 1.139 -0.294 0.0 -0.3 1.3
H 1.616 -0.177 -1.127 -0.1 -0.2 0.1
H 1.167 -1.619 0.303 0.0 -0.3 0.5

***

Record 4
10
Properties=species:S:1:pos:R:3:forces:R:3 method="wB97M-V/def2-TZVPD" e_tot_ha=-520.9589 de_lowest_kj_mol=165.0 homo_energy_ev=-9.437 smiles="C=PC.F" charge=0
C -0.026 0.227 1.389 0.5 -1.3 -1.2
P -0.012 -0.379 -0.180 -0.9 0.8 1.2
C 1.349 0.666 -0.840 -1.1 -0.4 -0.1
H -0.787 -0.046 2.100 0.0 0.0 0.2
H 0.929 0.636 1.710 -0.5 0.6 0.4
H 1.518 0.267 -1.851 1.1 0.2 0.5
H 2.083 0.664 -0.018 0.4 0.2 -1.2
H 0.875 1.649 -0.972 0.4 -0.2 0.1
F -3.362 -2.000 -0.509 -0.8 -0.3 0.3
H -2.569 -1.685 -0.830 0.9 0.4 -0.3

***

Record 5
11
Properties=species:S:1:pos:R:3:forces:R:3 method="wB97M-V/def2-TZVPD" e_tot_ha=-919.0952 de_lowest_kj_mol=398.3 homo_energy_ev="-9.444 / -9.436" charge=0
C 1.984 0.461 1.117 -1.6 1.7 -1.6
C -1.902 -0.917 -0.854 1.3 1.2 -0.9
F -0.593 1.929 -1.402 1.1 -1.6 1.1
P 0.945 -0.050 -0.387 -0.7 0.7 -0.1
S -0.620 -1.123 0.494 0.3 0.3 -0.2
H 2.678 1.283 0.935 -0.1 -0.1 -0.9
H 2.510 -0.201 1.706 0.9 -2.2 0.9
H 1.247 0.915 1.734 -0.8 0.4 0.9
H -2.944 -0.832 -0.498 0.8 -0.3 0.3
H -1.814 -1.569 -1.763 0.1 0.3 1.2
H -1.491 0.105 -1.082 -1.3 -0.3 -0.8

***

Record 6
11
Properties=species:S:1:pos:R:3:forces:R:3 method="wB97M-V/def2-TZVPD" e_tot_ha=-1493.6145 de_lowest_kj_mol=14.8 homo_energy_ev="-15.929 / -15.452" spin_multiplicity=6 charge=+1 s_squared=8.769
C -2.026 -0.995 -0.005 -1.2 -0.6 0.0
C -1.913 0.508 -0.015 -2.1 0.2 0.1
O -0.677 1.030 -0.029 1.3 -0.2 0.0
H -3.036 -1.500 -0.001 0.4 1.5 0.0
H -1.664 -1.354 -0.981 0.9 -0.4 0.8
H -1.654 -1.346 0.969 0.8 -0.4 -0.8
H -2.455 1.012 0.832 0.2 -0.2 -0.2
H -2.474 1.005 -0.852 0.2 -0.1 0.2
O 2.593 -0.603 0.073 -1.3 0.8 0.1
H 3.217 -0.837 -0.613 0.3 -0.2 -0.2
Fe 1.135 0.417 -0.055 0.5 -0.3 0.1

***

Record 7
11
Properties=species:S:1:pos:R:3:forces:R:3 method="wB97M-V/def2-TZVPD" e_tot_ha=-382.6374 homo_energy_ev=-20.804 charge=+2
C -1.400 0.379 0.149 -0.2 0.1 0.0
C -0.183 -0.159 -0.556 -1.3 -0.2 -0.7
O 0.977 0.266 0.235 -3.6 3.7 -1.0
H -2.253 0.252 -0.529 0.1 0.1 0.2
H -1.607 -0.176 1.072 0.0 0.1 -0.2
H -1.292 1.448 0.373 -0.1 -0.2 -0.1
H -0.046 0.265 -1.557 0.0 -0.1 0.1
H -0.167 -1.254 -0.591 0.1 0.1 0.0
H 1.096 -0.524 1.389 2.9 -1.3 -0.7
Hg 3.030 0.323 -0.519 3.7 1.7 -1.7
O 1.847 -0.822 0.535 -1.6 -4.0 4.1

***

Record 8
12
Properties=species:S:1:pos:R:3:forces:R:3 method="wB97M-V/def2-TZVPD" e_tot_ha=-1071.2156 de_lowest_kj_mol=0.0 homo_energy_ev="-5.541 / -9.222" spin_multiplicity=3 charge=0 s_squared=2.012
C 0.052 1.492 0.946 -3.1 0.9 -1.3
C -0.475 0.068 0.716 -0.6 -0.2 -2.3
N 0.414 -0.530 -0.312 -1.4 -1.1 0.0
P 0.317 -2.104 -0.987 -1.0 0.8 1.5
I -2.015 -2.171 -1.646 -0.8 -0.3 0.3
I 1.728 -1.552 -2.905 2.0 0.3 -1.7
H 0.226 1.998 -0.032 -0.8 -0.4 0.3
H -0.649 2.180 1.537 1.3 -1.2 -0.5
H 1.024 1.407 1.250 2.4 0.1 1.9
H -0.441 -0.651 1.513 -0.2 0.3 1.1
H -1.501 0.007 0.239 1.0 0.4 0.9
H 1.321 -0.144 -0.319 1.3 0.4 -0.2

***

Record 9
12
Properties=species:S:1:pos:R:3:forces:R:3 method="wB97M-V/def2-TZVPD" e_tot_ha=-1254.1005 de_lowest_kj_mol=0.0 homo_energy_ev="-6.678 / -9.725" spin_multiplicity=3 charge=0 s_squared=2.005
C 0.274 -0.261 -1.273 0.4 -1.1 -0.5
C 0.238 0.025 1.364 1.3 -1.0 -0.3
Si 1.368 0.789 -0.081 -1.4 -0.4 0.2
Si -0.856 -0.931 0.066 0.4 2.1 0.8
I -4.012 1.453 -0.057 0.0 0.0 0.0
I -1.867 -3.126 -0.066 0.3 -0.5 0.1
H -0.394 0.319 -1.883 -0.1 0.4 -0.7
H 0.661 -1.111 -1.879 0.2 0.9 0.2
H 0.755 -0.512 2.161 0.8 -0.8 -0.5
H -0.248 0.616 2.089 -1.3 1.5 0.2
H 2.822 0.414 -0.157 -0.5 0.1 0.3
H 1.259 2.325 -0.283 0.0 -1.2 0.2

***

Record 10
11
Properties=species:S:1:pos:R:3:forces:R:3 method="wB97M-V/def2-TZVPD" e_tot_ha=-1602.9212 homo_energy_ev="-16.981 / -16.977" spin_multiplicity=7 charge=+2 s_squared=12.019
Mn -0.184 -6.375 -0.595 0.4 2.2 0.5
I 0.363 -3.580 0.078 -0.5 -2.4 -0.5
C -0.616 1.827 -0.348 -0.1 0.7 -0.2
C 0.236 0.919 0.488 -0.6 -1.7 -0.7
O 1.032 0.140 -0.358 -0.3 1.2 0.5
H -1.229 1.188 -0.985 0.0 0.1 -0.1
H 0.021 2.485 -0.938 -0.2 0.1 -0.1
H -1.248 2.420 0.313 0.1 0.0 0.1
H -0.259 0.223 1.166 -0.3 0.2 0.3
H 0.911 1.482 1.132 0.8 0.9 0.4
H 0.972 -0.729 0.046 0.6 -1.3 -0.1

***

Record 11
10
Properties=species:S:1:pos:R:3:forces:R:3 method="wB97M-V/def2-TZVPD" e_tot_ha=-432.1225 de_lowest_kj_mol=194.1 homo_energy_ev=-8.828 charge=0
C 0.041 -1.106 0.026 1.1 -3.1 3.2
C 0.517 1.078 -0.058 -1.5 3.4 -1.6
N -0.247 0.052 -0.620 -3.3 1.5 -0.1
I -2.990 0.070 0.173 1.6 0.3 -0.4
H 0.804 -1.518 -0.633 0.6 -0.6 0.0
H 0.525 -0.975 1.093 -0.8 -0.3 -1.8
H -0.753 -1.866 0.147 0.4 0.5 -0.6
H 0.018 2.106 -0.238 0.4 -1.6 0.7
H 0.834 0.928 0.955 0.5 0.1 0.4
H 1.250 1.231 -0.847 1.2 -0.2 0.2

***

Record 12
13
Properties=species:S:1:pos:R:3:forces:R:3 method="wB97M-V/def2-TZVPD" e_tot_ha=-980.8110 de_lowest_kj_mol=129.4 homo_energy_ev=-9.392 charge=0
C 1.942 -0.083 0.230 1.9 0.5 -0.6
C 0.628 -0.529 0.542 -4.4 0.4 -0.1
N -2.111 -0.065 -0.996 0.1 2.3 2.2
O -0.397 1.719 -1.130 0.5 0.3 -0.5
O -1.549 1.502 1.095 0.6 -1.5 -2.4
S -0.947 0.884 -0.110 0.3 -0.8 2.7
I -3.441 -1.110 0.082 -0.2 -0.4 0.2
H 2.564 -0.335 1.111 0.0 1.2 -0.4
H 2.421 -0.603 -0.589 -0.2 -0.1 -0.4
H 1.740 0.943 -0.097 1.4 0.4 0.5
H 0.492 -0.440 1.649 -0.9 -1.0 -1.2
H 0.247 -1.306 -0.145 -0.1 -0.3 1.4
H -1.590 -0.579 -1.644 0.7 -1.2 -1.3